{
  "formula": "C26H76N4O12",
  "method": "wB97M-V/def2-TZVPD",
  "lumo_energy_ev": 0.07,
  "largest_force_ev_per_a": 11.7,
  "smiles": "NC(N)=O.NC(N)=O.CC(C)O.CC(C)O.CC(C)O.CC(C)O.CC(C)O.CC(C)O.CC(C)O.CO.CO.CO",
  "e_above_lowest_kj_mol": 1081.91,
  "homo_lumo_gap_ev": 8.6,
  "charge": 0,
  "elements": ["C", "O", "H", "H", "H", "H", "C", "O", "H", "H", "H", "H", "C", "O", "H", "H", "H", "H", "C", "O", "N", "N", "H", "H", "H", "H", "C", "O", "N", "N", "H", "H", "H", "H", "C", "C", "C", "O", "H", "H", "H", "H", "H", "H", "H", "H", "C", "C", "C", "O", "H", "H", "H", "H", "H", "H", "H", "H", "C", "C", "C", "O", "H", "H", "H", "H", "H", "H", "H", "H", "C", "C", "C", "O", "H", "H", "H", "H", "H", "H", "H", "H", "C", "C", "C", "O", "H", "H", "H", "H", "H", "H", "H", "H", "C", "C", "C", "O", "H", "H", "H", "H", "H", "H", "H", "H", "C", "C", "C", "O", "H", "H", "H", "H", "H", "H", "H", "H"],
  "coordinates": [[21.3195, 6.0085, -22.0102], [21.8735, 5.4580, -23.1362], [21.7369, 6.9943, -21.8265], [21.4746, 5.4097, -21.1005], [20.2710, 6.1548, -22.1714], [22.7722, 5.7193, -23.1873], [26.8708, 11.4298, -22.8597], [25.9165, 11.9943, -21.9639], [26.6953, 10.3489, -22.8170], [27.8580, 11.6750, -22.4323], [26.9058, 11.7809, -23.8473], [25.6904, 11.3725, -21.2790], [20.5148, 8.6154, -24.0563], [19.7214, 9.6652, -24.6266], [21.0257, 8.9173, -23.0854], [21.2740, 8.3882, -24.6965], [19.9470, 7.7040, -23.7953], [20.2627, 10.3892, -24.7702], [25.1924, 8.9179, -20.6534], [24.1773, 8.2483, -21.2540], [25.1067, 10.0921, -20.1064], [26.3762, 8.5901, -20.8086], [24.1705, 10.5463, -20.0039], [25.8132, 10.5125, -19.5407], [26.5827, 7.7651, -21.4014], [27.1847, 9.0833, -20.4257], [21.4392, 2.8151, -28.0374], [21.6780, 2.8705, -29.4228], [22.3806, 3.1353, -27.1709], [20.2746, 2.4587, -27.4933], [23.2809, 3.2651, -27.6075], [22.2221, 3.1308, -26.1020], [19.5442, 1.9969, -28.0766], [20.1309, 2.4031, -26.4563], [28.0340, 5.4387, -23.5854], [28.0379, 5.8179, -22.1098], [28.9267, 7.0252, -21.8554], [26.9026, 6.2808, -21.8075], [27.4347, 4.5374, -23.7827], [29.0301, 5.1388, -23.8668], [27.5944, 6.2552, -24.1886], [28.2713, 4.9487, -21.5184], [28.9661, 7.4053, -20.8516], [28.6410, 7.9215, -22.4725], [29.9949, 6.8412, -22.0006], [26.2570, 5.5551, -21.9323], [24.9166, 1.1085, -23.3783], [25.3553, 2.4870, -23.8804], [25.2592, 2.5933, -25.4036], [24.6743, 3.3826, -23.3523], [25.5051, 0.2988, -23.7869], [23.9099, 0.9031, -23.7086], [24.8825, 1.0362, -22.3008], [26.3669, 2.7004, -23.5166], [24.3084, 2.6996, -25.8831], [25.9440, 1.9118, -25.9559], [25.7554, 3.5192, -25.6588], [24.8364, 3.4492, -22.3930], [24.9837, 8.5230, -24.6536], [24.2335, 7.2017, -24.4550], [24.6104, 6.2029, -25.5304], [24.4327, 6.6829, -23.3572], [24.6163, 9.3283, -24.1079], [24.9446, 8.8723, -25.6894], [25.9988, 8.3764, -24.4829], [23.1727, 7.4661, -24.4629], [25.4969, 5.6501, -25.2520], [24.7973, 6.6773, -26.5031], [23.8418, 5.4107, -25.6391], [24.4746, 7.3973, -22.7453], [22.9952, 10.8576, -25.6919], [21.8281, 11.8525, -25.8261], [20.9904, 11.5515, -27.0086], [21.0818, 12.0705, -24.8544], [23.7920, 11.2341, -24.9858], [23.5072, 10.7791, -26.6319], [22.7299, 9.8709, -25.3377], [22.3333, 12.8111, -26.0109], [20.4897, 10.5669, -26.8487], [21.5445, 11.4576, -27.9517], [20.2278, 12.3169, -27.2179], [21.3939, 12.7022, -24.2182], [20.8531, 5.9672, -26.0513], [21.3638, 6.4601, -27.3943], [21.6008, 7.9511, -27.4130], [22.3566, 5.8797, -27.9034], [21.5185, 6.2637, -25.2527], [20.5995, 4.9637, -25.8524], [19.8949, 6.4205, -25.7780], [20.6160, 6.2896, -28.1025], [21.8040, 8.2421, -28.4246], [22.4598, 8.2580, -26.8434], [20.7060, 8.4987, -27.1428], [22.3085, 4.9409, -27.6209], [24.1945, 4.9075, -20.4748], [25.2694, 3.8881, -20.0683], [24.6645, 2.5968, -19.5680], [26.0923, 3.5926, -20.9955], [23.3356, 4.8347, -19.8284], [23.9055, 4.7861, -21.5717], [24.4701, 5.8923, -20.3451], [25.7690, 4.3700, -19.1841], [24.5875, 1.8633, -20.3446], [23.7493, 2.6987, -19.0872], [25.4157, 2.1926, -18.9020], [26.8853, 3.2687, -20.5923], [22.8944, 11.4453, -22.3065], [22.1385, 11.7082, -21.0095], [21.5214, 10.4100, -20.4797], [22.8242, 12.1691, -20.0935], [23.1743, 12.4088, -22.7252], [22.0792, 10.9911, -22.8973], [23.7353, 10.7463, -22.3368], [21.3026, 12.4400, -20.9979], [22.3042, 9.7031, -20.3813], [20.8481, 10.1101, -21.2519], [21.0531, 10.5043, -19.5405], [23.1196, 13.0280, -20.3875]],
  "atomic_forces_ev_per_a": [[0.04, 0.73, 1.27], [-0.98, -1.37, -1.05], [0.14, 0.31, 0.28], [-0.12, -0.03, -0.15], [-0.77, -0.12, 0.01], [1.71, 0.33, -0.08], [0.67, -1.13, 3.03], [-0.06, 1.70, -1.32], [0.48, 0.03, -0.58], [0.07, -0.43, -0.29], [-0.85, 0.78, -1.30], [-0.07, -0.56, -0.02], [-1.28, 1.27, 2.76], [-1.89, -3.37, 1.01], [-0.67, -0.06, -0.88], [2.01, -1.01, -1.85], [-0.12, 0.73, -0.52], [1.57, 2.36, -0.15], [-6.81, -1.95, -3.52], [3.38, 2.80, 2.72], [-4.38, 4.13, 2.34], [6.90, -3.46, -1.31], [1.13, -0.59, 0.12], [0.42, -0.25, 0.30], [-0.11, 0.30, 0.76], [-0.77, -0.15, -0.23], [0.14, -0.41, -7.51], [-1.33, -0.46, 7.51], [1.05, 0.45, 2.67], [-2.42, -1.13, 0.62], [0.19, 0.02, 0.47], [0.67, 0.00, -2.68], [1.20, 0.93, 0.67], [0.39, 0.08, -1.74], [0.10, -0.62, -0.28], [5.89, -0.44, -2.59], [2.11, 0.71, -0.69], [-8.28, 0.49, 2.00], [-0.18, 0.26, 0.30], [0.50, 0.28, -0.57], [0.56, -0.30, 0.24], [0.83, -0.53, 0.50], [-0.69, -0.21, 0.91], [0.12, -1.08, 0.16], [-0.06, -0.15, -0.59], [-0.34, 0.82, 0.08], [0.06, -0.51, -0.58], [3.99, -6.18, -2.81], [2.61, 0.33, -0.48], [-6.12, 7.17, 3.97], [0.44, -0.22, 0.03], [-0.57, 0.14, -0.22], [0.31, 0.10, 0.36], [1.09, -0.95, -0.80], [-0.67, -0.63, 0.39], [-0.89, -0.28, 0.52], [0.04, 0.71, 0.02], [-0.04, -0.17, -0.85], [-0.60, -0.83, -2.17], [-1.67, 3.97, -8.89], [-0.69, -0.41, -1.13], [2.32, -5.08, 8.52], [-0.66, 1.20, 1.49], [-0.24, -0.23, -0.07], [2.08, -0.29, 0.69], [-0.64, 0.22, -1.26], [0.46, 0.19, 0.34], [-0.33, -0.26, 0.17], [0.22, 0.56, -0.05], [-0.11, 0.75, 2.46], [0.79, 0.71, 1.39], [6.48, 0.60, -6.70], [-1.12, -1.21, -1.83], [-6.17, 0.45, 7.59], [-0.93, -0.19, -0.47], [0.07, -0.20, -0.64], [-0.32, -0.23, -0.04], [0.53, 0.11, -0.82], [0.10, 0.78, -0.21], [0.20, -0.06, 0.36], [0.14, -0.20, 0.46], [0.30, 0.10, 0.37], [-0.21, 1.74, 1.00], [-5.74, 3.52, 2.49], [-0.57, 0.21, -0.07], [7.45, -4.98, -1.74], [0.28, -0.06, 0.15], [0.26, -1.77, -0.59], [0.09, 0.51, -0.38], [-2.69, 0.16, -1.02], [0.23, 0.08, -0.75], [0.31, 0.04, 0.59], [-0.09, 0.10, 0.44], [0.45, 0.80, -0.71], [-0.47, -1.98, -1.87], [-5.22, 2.24, 6.07], [1.50, -0.37, 0.20], [4.68, -0.34, -5.51], [-0.46, -0.49, 0.00], [-0.01, 0.14, 1.52], [1.12, 2.22, -0.03], [-0.12, -0.26, -0.47], [-0.32, -0.20, -0.73], [-1.57, 0.16, 1.06], [-0.06, -0.46, 0.56], [0.87, -0.53, -0.17], [-2.18, 0.01, -0.81], [-6.06, -4.14, -4.66], [0.40, 0.67, -1.56], [7.46, 4.05, 8.11], [0.32, 0.00, -0.35], [0.70, 0.26, -0.48], [-0.25, 0.23, 0.62], [-0.61, -0.42, -2.10], [0.70, -1.09, -0.05], [-0.73, -0.75, -0.18], [-0.76, 0.45, 1.02], [0.73, 0.57, 0.51]]
}

{
  "formula": "C6H13N2O",
  "method": "wB97M-V/def2-TZVPD",
  "lumo_energy_ev": -3.15,
  "largest_force_ev_per_a": 4.2,
  "smiles": "CC1=[NH+]N(C(C)C)CO1",
  "e_above_lowest_kj_mol": 379.62,
  "homo_lumo_gap_ev": 10.1,
  "charge": 1,
  "elements": ["C", "C", "C", "C", "C", "C", "N", "N", "O", "H", "H", "H", "H", "H", "H", "H", "H", "H", "H", "H", "H", "H"],
  "coordinates": [[-0.9482, -1.8063, -0.3723], [-1.7540, 0.3044, -0.2383], [-2.7511, 1.3523, -0.0199], [1.4342, -0.5781, 1.4472], [2.1257, 0.7504, -0.6215], [1.5699, -0.5464, -0.1111], [-0.5431, 0.5894, -0.5549], [0.2120, -0.5839, -0.7860], [-2.0338, -0.9252, -0.1865], [-1.0051, -2.2726, -1.3614], [-0.7778, -2.4430, 0.6191], [-2.4034, 2.1588, 0.7121], [-3.5605, 0.6629, 0.2907], [-3.1194, 1.8085, -1.0357], [1.0371, 0.3710, 1.9443], [0.9183, -1.5400, 1.7311], [2.4811, -0.6475, 1.7735], [2.0836, 1.6620, 0.0622], [1.6942, 0.8910, -1.5754], [3.2487, 0.8516, -0.7676], [2.0573, -1.4689, -0.3082], [0.0343, 1.4096, -0.6414]],
  "atomic_forces_ev_per_a": [[3.21, 2.00, 0.22], [1.25, 3.91, -0.74], [-1.64, 0.22, -0.85], [0.34, 0.14, -0.16], [3.38, 1.48, 0.95], [-2.60, 1.20, 2.54], [1.44, -2.52, 0.34], [-0.83, -2.99, 0.42], [-1.64, -2.14, 0.59], [-0.28, -0.53, 0.82], [-0.18, 1.34, -2.44], [-0.75, -1.31, -1.01], [-0.38, 1.41, 0.57], [0.93, -0.73, 1.90], [0.09, -1.42, -0.83], [0.41, 1.25, 0.14], [-0.30, -0.14, 0.33], [-0.99, -1.18, -0.61], [-0.19, 0.76, -1.19], [-1.18, -1.01, -0.06], [0.59, -0.50, -1.09], [-0.70, 0.75, 0.15]]
}

no.,calculated total energy (eV)
1,-58715.495
2,-11450.780